# 1
A cluster of 3 separate species, C13H23O13P2 in total in a non-equilibrium geometry. Source: the Open Molecules 2025 dataset; level of theory: the ωB97M-V functional and the def2-TZVPD basis.

Each line ends with the Löwdin charge.
Positions of all 51 atoms, in Å:
C 8.712 0.573 2.418  -0.148
C 7.208 1.051 1.879  -0.163
C 6.080 -0.156 1.971  -0.003
C 4.619 -0.125 1.612  0.058
C 3.736 1.159 1.059  -0.376
O 4.181 2.065 0.162  -0.141
O 2.363 1.408 1.589  -0.260
C 3.928 -1.595 1.835  -0.173
O 2.654 -2.011 1.770  0.014
O 5.042 -2.559 2.118  0.004
C 6.219 -1.716 2.478  -0.197
O 7.258 -2.195 3.188  -0.031
H 9.463 1.474 2.352  0.073
H 9.029 -0.311 1.700  0.086
H 8.708 0.188 3.522  0.075
H 7.369 1.292 0.723  0.132
H 6.812 1.991 2.454  0.123
C -0.630 1.219 0.213  -0.150
O -0.889 0.441 -0.942  -0.306
P 0.218 0.676 -2.250  0.820
O -0.235 2.139 -2.361  -0.277
O -0.723 -0.282 -3.207  -0.294
C -2.114 -0.025 -3.293  -0.124
O 1.326 0.910 -3.558  -0.311
C 0.848 1.426 -4.789  -0.148
H -1.103 0.735 1.071  0.089
H 0.447 1.291 0.395  0.057
H -1.059 2.218 0.095  0.086
H -2.354 1.024 -3.102  0.085
H -2.644 -0.660 -2.578  0.079
H -2.454 -0.279 -4.301  0.088
H 0.316 2.370 -4.657  0.080
H 0.204 0.696 -5.288  0.078
H 1.711 1.615 -5.434  0.085
C -3.763 1.136 -0.015  -0.136
O -4.688 0.561 0.892  -0.261
P -4.745 -1.168 0.887  0.806
O -5.226 -1.140 -0.571  -0.280
O -6.038 -1.119 1.910  -0.295
C -7.143 -0.290 1.593  -0.126
O -4.802 -2.897 0.882  -0.315
C -6.002 -3.551 0.506  -0.144
H -3.521 2.145 0.329  0.096
H -2.843 0.543 -0.052  0.046
H -4.209 1.203 -1.011  0.091
H -7.244 -0.128 0.517  0.088
H -7.032 0.671 2.101  0.085
H -8.055 -0.771 1.956  0.088
H -6.355 -3.224 -0.474  0.081
H -6.780 -3.394 1.259  0.080
H -5.798 -4.624 0.448  0.088

electronic energy	-59038.7520	eV
orbital gap	4.06	eV
lowest unoccupied orbital energy	-1.15	eV
E_HOMO	-5.21	eV
charge	-1

# 2
A structure of composition C13H24BeF3N2O17 in a non-equilibrium geometry. Source: the Open Molecules 2025 dataset; level of theory: the ωB97M-V functional and the def2-TZVPD basis.

Each line ends with the Löwdin charge.
Positions of all 60 atoms, in Å:
Be -0.419 -0.489 0.609  0.767
N -1.832 -2.829 4.063  -0.687
O -2.305 -3.289 5.099  0.041
O -0.653 -2.701 3.969  0.044
O -2.510 -2.423 3.145  0.039
N -1.061 2.602 4.925  -0.684
O -1.539 1.714 5.599  0.037
O -1.056 3.774 5.368  -0.016
O -0.635 2.300 3.852  0.028
C -0.337 -3.955 -2.576  -0.352
O 0.419 -4.105 -1.331  -0.105
O -0.521 -2.517 -2.609  -0.151
C 0.498 -4.605 -3.676  -0.542
F 1.798 -4.324 -3.721  0.147
F 0.498 -5.967 -3.615  0.096
F 0.053 -4.359 -4.948  0.102
C 0.298 -5.398 -0.678  -0.269
C 1.530 -5.624 0.104  -0.091
H 1.402 -5.191 1.096  0.075
H 1.829 -6.671 0.160  0.077
H 2.410 -5.097 -0.266  0.081
H 0.237 -6.248 -1.357  0.104
H -0.532 -5.499 0.022  0.120
H -1.304 -4.458 -2.554  0.149
C 5.400 0.259 -0.717  -0.046
O 5.785 -0.426 0.459  -0.009
C 4.820 -0.641 1.362  -0.530
O 3.566 -0.639 1.196  0.060
O 5.454 -0.935 2.507  -0.016
C 4.736 -1.164 3.680  -0.057
H 4.813 -0.433 -1.320  0.099
H 6.275 0.639 -1.244  0.094
H 4.739 1.079 -0.436  0.097
H 3.886 -0.546 3.968  0.104
H 5.383 -1.241 4.553  0.094
H 4.397 -2.158 3.385  0.103
C -5.829 0.647 -2.661  -0.051
O -5.902 1.921 -2.029  -0.019
C -5.351 2.118 -0.812  -0.581
O -4.333 1.532 -0.442  0.102
O -5.976 3.135 -0.258  -0.003
C -5.559 3.863 0.903  -0.015
H -6.522 0.536 -3.494  0.089
H -5.995 -0.175 -1.965  0.096
H -4.822 0.470 -3.039  0.092
H -4.556 4.258 0.742  0.097
H -5.453 3.164 1.732  0.098
H -6.300 4.620 1.158  0.094
C 0.381 5.807 0.503  -0.059
O 0.572 5.677 -0.870  -0.007
C 0.873 4.504 -1.439  -0.512
O 0.920 3.390 -0.821  0.047
O 1.128 4.686 -2.743  -0.010
C 1.518 3.633 -3.594  -0.046
H 0.274 6.888 0.592  0.098
H 1.123 5.328 1.142  0.105
H -0.562 5.394 0.860  0.097
H 1.104 2.675 -3.279  0.098
H 2.603 3.579 -3.681  0.094
H 1.146 3.914 -4.579  0.093

electronic energy	-60194.6779	eV
orbital gap	2.42	eV
lowest unoccupied orbital energy	-3.15	eV
E_HOMO	-5.57	eV
charge	-1

# 3
A cluster of 9 separate species, C13H24Cl20O4 in total in a non-equilibrium geometry. Source: the Open Molecules 2025 dataset; level of theory: the ωB97M-V functional and the def2-TZVPD basis.

Each line ends with the Löwdin charge.
Positions of all 61 atoms, in Å:
Cl 0.467 -2.760 5.190  0.521
C 1.016 -1.456 4.144  -1.944
Cl 2.545 -0.778 4.783  0.521
Cl 1.380 -2.113 2.527  0.514
Cl -0.276 -0.175 3.983  0.489
Cl -3.048 1.874 3.777  0.499
C -4.097 0.453 3.419  -1.977
Cl -3.592 -0.849 4.537  0.486
Cl -5.773 0.861 3.793  0.534
Cl -3.883 -0.084 1.721  0.519
Cl -1.968 -2.983 1.536  0.454
C -1.042 -4.537 1.307  -1.918
Cl -0.468 -4.993 2.930  0.502
Cl -2.193 -5.796 0.752  0.504
Cl 0.203 -4.281 0.030  0.548
Cl -1.990 -2.234 -2.640  0.550
C -3.083 -3.320 -3.490  -1.896
Cl -2.045 -4.696 -4.096  0.466
Cl -4.343 -4.103 -2.411  0.468
Cl -3.936 -2.500 -4.905  0.468
Cl 4.710 -0.214 -3.705  0.536
C 4.241 1.188 -2.733  -1.986
Cl 4.506 2.576 -3.836  0.490
Cl 2.513 1.056 -2.326  0.547
Cl 5.152 1.468 -1.210  0.516
C -3.567 3.376 -0.486  -0.071
C -3.261 2.646 -1.757  -0.321
O -1.900 2.707 -2.096  -0.073
H -3.285 4.408 -0.690  0.082
H -2.992 3.058 0.384  0.061
H -4.585 3.388 -0.094  0.083
H -3.842 3.012 -2.604  0.117
H -3.522 1.589 -1.704  0.107
H -1.889 2.413 -3.010  0.109
C 1.520 4.696 0.319  -0.068
C 0.329 4.586 1.302  -0.298
O 0.449 3.360 2.031  -0.113
H 1.442 5.658 -0.187  0.067
H 1.408 3.886 -0.402  0.054
H 2.483 4.615 0.823  0.073
H -0.611 4.447 0.769  0.085
H 0.071 5.429 1.943  0.106
H 0.355 2.676 1.364  0.026
C 0.200 -0.679 -0.558  -0.148
C -0.648 0.441 0.167  -0.286
O -0.244 1.729 -0.236  -0.107
H 1.243 -0.717 -0.243  0.039
H 0.108 -0.542 -1.636  0.028
H -0.258 -1.659 -0.428  -0.034
H -0.553 0.318 1.246  0.057
H -1.683 0.187 -0.065  0.067
H -0.863 2.167 -0.824  0.031
C 4.970 -2.933 -1.307  -0.089
C 3.721 -3.039 -0.447  -0.338
O 3.563 -4.372 -0.004  -0.107
H 5.808 -3.437 -0.826  0.074
H 5.290 -1.922 -1.557  0.023
H 4.809 -3.418 -2.271  0.078
H 2.874 -2.655 -1.016  0.098
H 3.712 -2.501 0.501  0.093
H 4.351 -4.522 0.524  0.081

electronic energy	-272505.3299	eV
orbital gap	9.15	eV
lowest unoccupied orbital energy	-0.29	eV
E_HOMO	-9.44	eV
charge	0
SMILES string	ClC(Cl)(Cl)Cl.ClC(Cl)(Cl)Cl.ClC(Cl)(Cl)Cl.ClC(Cl)(Cl)Cl.ClC(Cl)(Cl)Cl.CCO.CCO.CCO.CCO

# 4
A structure of composition C13H24Cl2N2OTm in a non-equilibrium geometry. Source: the Open Molecules 2025 dataset; level of theory: the ωB97M-V functional and the def2-TZVPD basis.

Each line ends with the Löwdin charge.
Positions of all 43 atoms, in Å:
Tm 0.134 2.336 0.528  0.062
Cl -1.946 3.449 -0.016  -0.255
Cl 2.484 2.148 -0.027  -0.289
C 2.511 -1.228 -2.913  -0.096
H 2.481 -1.325 -1.817  0.074
H 3.468 -0.753 -3.188  0.083
C 0.188 -0.333 -2.785  -0.077
C 1.422 -0.449 -3.424  -0.329
H -0.091 -1.044 -2.001  0.092
C 1.630 0.336 -4.685  -0.176
H 2.525 -2.240 -3.340  0.080
C 1.137 1.773 -4.469  -0.204
H 2.688 0.330 -4.965  0.101
H 1.061 -0.120 -5.510  0.118
C -0.339 1.830 -4.063  -0.200
H 1.763 2.241 -3.693  0.108
H 1.289 2.354 -5.386  0.099
C -0.834 0.675 -3.161  -0.231
H -0.524 2.784 -3.556  0.094
H -0.959 1.845 -4.972  0.099
H -1.285 1.096 -2.238  0.053
H -1.692 0.204 -3.675  0.104
C -2.471 1.277 3.009  -0.084
N -1.706 0.063 3.271  -0.071
C -2.053 -0.750 4.424  -0.172
C -1.493 -2.133 4.230  -0.179
C -0.017 -2.082 3.934  -0.169
N 0.220 -1.171 2.823  -0.070
C 1.462 -1.291 2.071  -0.048
C -0.575 -0.134 2.595  -0.447
O -0.226 0.742 1.703  -0.264
H -3.374 1.271 3.632  0.084
H -2.771 1.338 1.953  0.055
H -1.890 2.186 3.238  0.066
H -1.646 -0.304 5.347  0.128
H -3.142 -0.765 4.503  0.119
H -2.014 -2.621 3.399  0.123
H -1.670 -2.731 5.128  0.116
H 0.366 -3.063 3.649  0.119
H 0.532 -1.749 4.830  0.128
H 2.086 -0.390 2.167  0.081
H 2.013 -2.160 2.451  0.085
H 1.258 -1.442 0.999  0.089

electronic energy	-73475.2179	eV
orbital gap (alpha / beta)	2.58 / 2.91	eV
lowest unoccupied orbital energy (alpha / beta)	2.50 / 2.38	eV
E_HOMO (alpha / beta)	-0.09 / -0.52	eV
ΔE to the lowest compared entry with this formula, charge and spin	2.0	kJ/mol
<S²>	2.021
2S+1	3
charge	-1

# 5
A cluster of 2 separate species, C13H24FNO6S in total in a non-equilibrium geometry. Source: the Open Molecules 2025 dataset; level of theory: the ωB97M-V functional and the def2-TZVPD basis.

Each line ends with the Löwdin charge.
Positions of all 46 atoms, in Å:
C 3.848 -0.544 1.237  0.057
C 4.100 0.732 0.932  -0.053
C 2.969 1.577 0.473  -0.489
O 3.120 2.423 -0.381  0.106
O 1.769 1.260 1.030  -0.028
C 0.889 2.367 1.226  -0.176
C -0.541 1.826 1.251  -0.171
C -1.487 2.704 2.073  -0.186
C -2.948 2.481 1.616  -0.215
C -3.595 1.238 2.227  -0.180
C -3.429 -0.055 1.422  -0.218
N -3.455 0.118 -0.053  -0.121
S -4.938 0.443 -0.689  0.557
O -4.780 0.569 -2.095  -0.246
O -5.933 -0.463 -0.232  -0.244
F -5.211 1.842 -0.115  -0.101
H 4.570 -1.345 1.186  0.062
H 2.837 -0.822 1.494  0.071
H 5.082 1.172 0.988  0.107
H 1.133 2.890 2.150  0.132
H 0.954 3.092 0.419  0.124
H -0.871 1.779 0.217  0.114
H -0.474 0.826 1.671  0.112
H -1.246 3.760 2.004  0.113
H -1.424 2.372 3.108  0.109
H -2.914 2.443 0.532  0.086
H -3.529 3.369 1.849  0.110
H -3.146 1.056 3.200  0.113
H -4.659 1.418 2.352  0.104
H -2.476 -0.523 1.653  0.110
H -4.187 -0.784 1.708  0.110
H -3.196 -0.758 -0.493  0.116
C 0.662 -3.047 -2.395  -0.064
C 1.544 -1.853 -2.096  -0.231
O 2.646 -2.200 -1.255  -0.012
C 3.798 -2.726 -1.711  -0.524
C 3.873 -3.216 -3.139  0.014
O 4.722 -2.853 -0.958  0.104
H 1.201 -3.822 -2.940  0.068
H -0.200 -2.745 -2.991  0.082
H 0.307 -3.495 -1.466  0.083
H 1.892 -1.355 -3.002  0.117
H 0.979 -1.112 -1.531  0.120
H 3.695 -4.290 -3.149  0.097
H 4.876 -3.020 -3.510  0.092
H 3.176 -2.730 -3.817  0.069

electronic energy	-41196.7878	eV
orbital gap	9.98	eV
lowest unoccupied orbital energy	0.18	eV
E_HOMO	-9.80	eV
ΔE to the lowest compared entry with this formula, charge and spin	50.4	kJ/mol
charge	0
SMILES string	C=CC(=O)OCCCCCCNS(=O)(=O)F.CCOC(C)=O

# 6
An isolated molecule of C13H24N4O2. Source: the Open Molecules 2025 dataset; level of theory: the ωB97M-V functional and the def2-TZVPD basis.

Each line ends with the Löwdin charge.
Positions of all 43 atoms, in Å:
C 3.990 -2.505 -3.816  -0.107
C 3.305 -1.150 -3.687  -0.263
C 1.882 -1.248 -3.138  -0.189
C 1.848 -1.755 -1.694  -0.143
N 0.505 -1.717 -1.140  0.052
C -0.082 -0.535 -0.752  -0.232
N 0.604 0.633 -0.925  0.177
C -1.359 -0.508 -0.255  -0.165
N -1.919 0.729 0.178  -0.010
C -1.622 1.059 1.575  -0.215
C -2.182 2.445 1.885  -0.177
C -1.839 2.992 3.278  -0.439
C -2.391 2.105 4.392  -0.083
C -0.337 3.203 3.460  -0.084
C -2.148 -1.704 -0.195  -0.422
O -3.298 -1.786 0.199  0.062
N -1.473 -2.837 -0.655  0.211
C -0.189 -2.918 -1.108  -0.472
O 0.316 -3.965 -1.449  0.078
H 3.377 -3.185 -4.403  0.078
H 4.951 -2.395 -4.312  0.070
H 4.161 -2.954 -2.841  0.067
H 3.902 -0.499 -3.043  0.105
H 3.258 -0.682 -4.673  0.106
H 1.299 -1.931 -3.756  0.122
H 1.408 -0.265 -3.186  0.102
H 2.526 -1.177 -1.059  0.127
H 2.152 -2.803 -1.662  0.118
H 1.607 0.645 -0.880  0.099
H 0.112 1.436 -0.565  0.097
H -2.929 0.660 0.076  0.122
H -0.535 1.051 1.695  0.110
H -2.045 0.315 2.263  0.123
H -3.268 2.406 1.783  0.116
H -1.809 3.141 1.129  0.112
H -2.325 3.972 3.355  0.130
H -2.260 2.590 5.357  0.075
H -1.873 1.150 4.422  0.073
H -3.452 1.919 4.244  0.079
H 0.069 3.802 2.647  0.075
H -0.143 3.723 4.396  0.076
H 0.190 2.253 3.490  0.071
H -1.987 -3.711 -0.630  0.170

electronic energy	-23927.8117	eV
orbital gap	8.56	eV
lowest unoccupied orbital energy	0.57	eV
E_HOMO	-8.00	eV
ΔE to the lowest compared entry with this formula, charge and spin	8.9	kJ/mol
charge	0
SMILES string	CCCCn1c(N)c(NCCC(C)C)c(=O)[nH]c1=O

What is the formula in the sixth record? C13H24N4O2

Please write out number 6 again, unchanged.
An isolated molecule of C13H24N4O2. Source: the Open Molecules 2025 dataset; level of theory: the ωB97M-V functional and the def2-TZVPD basis.

Each line ends with the Löwdin charge.
Positions of all 43 atoms, in Å:
C 3.990 -2.505 -3.816  -0.107
C 3.305 -1.150 -3.687  -0.263
C 1.882 -1.248 -3.138  -0.189
C 1.848 -1.755 -1.694  -0.143
N 0.505 -1.717 -1.140  0.052
C -0.082 -0.535 -0.752  -0.232
N 0.604 0.633 -0.925  0.177
C -1.359 -0.508 -0.255  -0.165
N -1.919 0.729 0.178  -0.010
C -1.622 1.059 1.575  -0.215
C -2.182 2.445 1.885  -0.177
C -1.839 2.992 3.278  -0.439
C -2.391 2.105 4.392  -0.083
C -0.337 3.203 3.460  -0.084
C -2.148 -1.704 -0.195  -0.422
O -3.298 -1.786 0.199  0.062
N -1.473 -2.837 -0.655  0.211
C -0.189 -2.918 -1.108  -0.472
O 0.316 -3.965 -1.449  0.078
H 3.377 -3.185 -4.403  0.078
H 4.951 -2.395 -4.312  0.070
H 4.161 -2.954 -2.841  0.067
H 3.902 -0.499 -3.043  0.105
H 3.258 -0.682 -4.673  0.106
H 1.299 -1.931 -3.756  0.122
H 1.408 -0.265 -3.186  0.102
H 2.526 -1.177 -1.059  0.127
H 2.152 -2.803 -1.662  0.118
H 1.607 0.645 -0.880  0.099
H 0.112 1.436 -0.565  0.097
H -2.929 0.660 0.076  0.122
H -0.535 1.051 1.695  0.110
H -2.045 0.315 2.263  0.123
H -3.268 2.406 1.783  0.116
H -1.809 3.141 1.129  0.112
H -2.325 3.972 3.355  0.130
H -2.260 2.590 5.357  0.075
H -1.873 1.150 4.422  0.073
H -3.452 1.919 4.244  0.079
H 0.069 3.802 2.647  0.075
H -0.143 3.723 4.396  0.076
H 0.190 2.253 3.490  0.071
H -1.987 -3.711 -0.630  0.170

electronic energy	-23927.8117	eV
orbital gap	8.56	eV
lowest unoccupied orbital energy	0.57	eV
E_HOMO	-8.00	eV
ΔE to the lowest compared entry with this formula, charge and spin	8.9	kJ/mol
charge	0
SMILES string	CCCCn1c(N)c(NCCC(C)C)c(=O)[nH]c1=O

The lowest electronic energy belongs to which entry? C13H24Cl20O4